This record from OMol25 describes an isolated molecule of C4H9NS. The level of theory is the ωB97M-V functional and the def2-TZVPD basis.

Positions of all 15 atoms, in Å:
1 N 0.329 0.783 2.049
2 C -0.573 -0.211 1.195
3 C -0.343 0.130 -0.151
4 C 0.898 -0.422 -0.605
5 C -0.441 -0.874 -1.121
6 S -0.963 -0.140 -2.680
7 H 0.163 1.734 1.621
8 H 1.352 0.845 1.681
9 H -0.156 -1.103 1.589
10 H -1.614 0.000 1.611
11 H -0.734 1.081 -0.377
12 H 1.480 -1.174 -0.258
13 H 1.357 0.411 -1.281
14 H -0.576 -2.085 -0.865
15 H -0.179 1.025 -2.408

Properties
frontier orbital gap: 9.4 eV
structure (SMILES): NC[C@H]1C[C@@H]1S
LUMO: 0.026 hartree